Entry 1:
The following is a DFT calculation (the ωB97M-V functional and the def2-TZVPD basis) of 13 unconnected molecules or ions with the total composition C59H83N7O6 at a distorted geometry.

Computed properties:
- orbital gap (eV) = 9.398
- 2S+1 = 1
- ΔE to the lowest compared entry with this formula, charge and spin (kcal/mol) = 26.3
- total charge = 0

Each line ends with the Löwdin charge.
Positions of all 155 atoms, in Å:
1 C 1.6933 2.6390 5.7686  -0.145
2 C 0.4816 2.9698 4.8748  -0.155
3 C -0.1039 4.2163 5.4204  -0.219
4 O 0.5662 4.3961 6.6447  -0.144
5 C 1.9018 3.9250 6.5686  -0.172
6 H 2.5927 2.2596 5.2836  0.069
7 H 1.4040 1.8320 6.4417  0.095
8 H -0.2388 2.1518 4.8766  0.098
9 H 0.8324 3.0695 3.8476  0.092
10 H -1.1844 4.1799 5.5591  0.126
11 H 0.0665 5.0501 4.7394  0.102
12 H 2.2942 3.7831 7.5755  0.124
13 H 2.3924 4.7737 6.0918  0.112
14 C -2.6064 -5.2015 -4.0318  -0.144
15 C -1.7926 -5.6557 -2.8211  -0.169
16 C -1.5795 -4.3844 -2.0487  -0.193
17 O -2.3060 -3.3309 -2.7202  -0.189
18 C -3.3154 -3.9458 -3.5147  -0.197
19 H -3.3028 -5.9883 -4.3218  0.111
20 H -1.8489 -5.0304 -4.7967  0.108
21 H -0.8986 -6.2470 -3.0194  0.113
22 H -2.3671 -6.3257 -2.1815  0.108
23 H -0.5887 -3.9429 -1.9416  0.103
24 H -1.9922 -4.5329 -1.0508  0.105
25 H -3.7476 -3.3111 -4.2883  0.099
26 H -4.1480 -4.1218 -2.8337  0.122
27 C 1.1523 -5.2337 2.0608  -0.154
28 C 2.4548 -4.6609 1.4992  -0.127
29 C 1.9829 -3.8042 0.2680  -0.157
30 O 0.6989 -4.4058 -0.0405  -0.176
31 C 0.0425 -4.6473 1.1783  -0.229
32 H 0.9511 -5.0506 3.1163  0.098
33 H 1.0858 -6.3065 1.8796  0.107
34 H 3.0052 -5.5186 1.1126  0.105
35 H 3.0495 -4.0209 2.1509  0.084
36 H 2.6245 -3.9070 -0.6071  0.101
37 H 1.8929 -2.7236 0.3785  0.087
38 H -0.6869 -5.4295 0.9680  0.118
39 H -0.5111 -3.8250 1.6316  0.097
40 C 2.0739 -1.8778 -5.5377  -0.191
41 C 1.0420 -1.9360 -4.4588  -0.189
42 C -0.2395 -1.6654 -5.2104  -0.209
43 O 0.1237 -0.8571 -6.3127  -0.138
44 C 1.5588 -0.8273 -6.4753  -0.163
45 H 2.2640 -2.8785 -5.9257  0.117
46 H 3.0102 -1.5926 -5.0582  0.104
47 H 1.3128 -1.1064 -3.8058  0.091
48 H 1.0379 -2.8829 -3.9189  0.117
49 H -0.8771 -1.0560 -4.5699  0.100
50 H -0.7274 -2.5989 -5.4909  0.117
51 H 1.8117 0.1269 -6.0130  0.101
52 H 1.8552 -0.9336 -7.5188  0.126
53 C -3.9196 0.7723 -4.1233  -0.179
54 C -4.1090 -0.6562 -4.5068  -0.199
55 C -5.2285 -0.6037 -5.5231  -0.191
56 O -6.0872 0.3697 -4.9455  -0.133
57 C -5.3175 1.3137 -4.2146  -0.201
58 H -3.2572 1.2597 -4.8387  0.113
59 H -3.4893 0.8881 -3.1285  0.110
60 H -4.3933 -1.2500 -3.6381  0.089
61 H -3.2551 -1.0707 -5.0426  0.105
62 H -5.7526 -1.5420 -5.7050  0.123
63 H -4.8361 -0.2773 -6.4862  0.120
64 H -5.7362 1.3541 -3.2090  0.116
65 H -5.2865 2.2586 -4.7570  0.122
66 C -1.7682 -2.1921 4.5655  -0.133
67 C -1.2079 -0.7749 4.8004  -0.183
68 C -0.5396 -0.7819 6.1087  -0.222
69 O -0.1551 -2.1285 6.1401  -0.140
70 C -1.0719 -3.0301 5.6004  -0.207
71 H -1.4353 -2.5117 3.5780  0.090
72 H -2.8574 -2.2033 4.6061  0.112
73 H -1.9703 0.0026 4.8497  0.117
74 H -0.4284 -0.5315 4.0785  0.085
75 H -1.2235 -0.4898 6.9057  0.125
76 H 0.2959 -0.0828 6.1450  0.099
77 H -1.7154 -3.4239 6.3871  0.118
78 H -0.5916 -3.8937 5.1404  0.112
79 N 3.2226 -1.4192 2.6746  0.078
80 C 2.6874 -1.4526 3.9229  -0.122
81 C 3.2687 -0.7636 4.9743  -0.067
82 C 4.2421 0.2215 4.7256  -0.060
83 C 4.7366 0.2822 3.3933  -0.085
84 C 4.2938 -0.6534 2.4904  -0.165
85 H 1.7989 -2.0665 3.9220  0.099
86 H 2.8899 -0.7864 5.9855  0.100
87 H 4.6179 0.8311 5.5340  0.105
88 H 5.4175 1.0876 3.1608  0.102
89 H 4.8126 -0.5664 1.5472  0.089
90 N -0.7276 6.5795 -0.9123  0.088
91 C -0.8744 7.4602 0.1778  -0.131
92 C -1.1222 7.0691 1.5029  -0.102
93 C -1.2300 5.7290 1.8083  -0.117
94 C -1.1002 4.8094 0.8198  -0.093
95 C -0.8273 5.2365 -0.4907  -0.125
96 H -0.9161 8.5271 0.0158  0.088
97 H -1.3211 7.7773 2.2936  0.095
98 H -1.3834 5.4129 2.8296  0.090
99 H -1.1177 3.7375 0.9503  0.081
100 H -0.6672 4.4298 -1.1907  0.065
101 N -4.1172 -2.7769 0.5571  0.067
102 C -4.2145 -1.8760 -0.4566  -0.140
103 C -5.3963 -1.3627 -0.9036  -0.053
104 C -6.4999 -1.5841 -0.0509  -0.056
105 C -6.3706 -2.3774 1.1015  -0.073
106 C -5.1598 -2.9971 1.3351  -0.173
107 H -3.3305 -1.8015 -1.0725  0.076
108 H -5.5389 -0.8334 -1.8341  0.087
109 H -7.4510 -1.1267 -0.2806  0.100
110 H -7.2604 -2.4638 1.7075  0.097
111 H -5.0770 -3.5939 2.2314  0.100
112 N 0.4368 4.9543 -3.4380  0.080
113 C 1.5375 4.4117 -2.7840  -0.144
114 C 2.0173 3.1553 -3.0286  -0.091
115 C 1.3797 2.3152 -3.9306  -0.090
116 C 0.2083 2.7384 -4.5498  -0.095
117 C -0.1499 4.0612 -4.3406  -0.131
118 H 2.0192 5.0285 -2.0399  0.081
119 H 2.8470 2.7723 -2.4530  0.080
120 H 1.7310 1.3230 -4.1726  0.081
121 H -0.3544 2.1206 -5.2340  0.096
122 H -1.0702 4.3740 -4.8115  0.092
123 N 2.4401 4.8413 0.4398  0.080
124 C 2.4724 5.6206 1.5426  -0.126
125 C 2.8431 5.1068 2.7966  -0.076
126 C 3.3691 3.8338 2.8768  -0.082
127 C 3.4599 3.0190 1.7079  -0.057
128 C 2.9510 3.5560 0.5335  -0.123
129 H 1.9626 6.5696 1.4661  0.097
130 H 2.6719 5.6459 3.7166  0.091
131 H 3.7188 3.3578 3.7811  0.084
132 H 3.8745 2.0266 1.8061  0.059
133 H 2.9341 2.9214 -0.3402  0.059
134 N 0.0437 1.7127 -0.4619  0.094
135 C -0.5010 0.9185 -1.3913  -0.146
136 C -0.7207 -0.4469 -1.2806  -0.055
137 C -0.5430 -1.0190 -0.0213  -0.060
138 C -0.0283 -0.2211 0.9930  -0.067
139 C 0.2758 1.1034 0.7306  -0.140
140 H -0.7160 1.3943 -2.3367  0.087
141 H -1.2080 -0.9869 -2.0789  0.084
142 H -0.8881 -2.0161 0.2091  0.092
143 H 0.1358 -0.6143 1.9854  0.078
144 H 0.7579 1.7405 1.4573  0.088
145 N 4.2781 0.5553 -0.8134  0.067
146 C 5.5537 0.2432 -1.1726  -0.163
147 C 5.9202 -0.8571 -1.8877  -0.061
148 C 4.8629 -1.6627 -2.3588  -0.070
149 C 3.5931 -1.4829 -1.8994  -0.085
150 C 3.2965 -0.3148 -1.1651  -0.102
151 H 6.3476 0.9063 -0.8621  0.103
152 H 6.9600 -0.8894 -2.1780  0.104
153 H 5.0027 -2.5213 -2.9988  0.106
154 H 2.7843 -2.1856 -2.0357  0.084
155 H 2.3532 -0.1809 -0.6565  0.087


Entry 2:
The following is a DFT calculation (the ωB97M-V functional and the def2-TZVPD basis) of a gas-phase ion, C23H22N3O4 (charge +1) at a distorted geometry.

Computed properties:
- orbital gap (eV) = 6.149
- 2S+1 = 1
- ΔE to the lowest compared entry with this formula, charge and spin (kcal/mol) = 0.0
- total charge = +1

Each line ends with the Löwdin charge.
Positions of all 52 atoms, in Å:
1 C -2.4509 1.1535 -3.8317  -0.082
2 H -3.1487 1.9918 -3.9155  0.098
3 O -1.6375 1.2698 -2.6844  -0.090
4 C -0.8076 2.3434 -2.5845  -0.272
5 C -0.0166 2.4026 -1.4458  0.056
6 C 0.8680 3.4559 -1.2257  -0.124
7 C 0.9729 4.4888 -2.1874  -0.231
8 C 0.1786 4.4175 -3.3261  0.001
9 C -0.6996 3.3668 -3.5255  0.003
10 H -1.2929 3.3587 -4.4254  0.110
11 H 0.2337 5.1862 -4.0795  0.110
12 O 1.8485 5.4842 -1.9195  -0.092
13 C 1.9977 6.5361 -2.8496  -0.065
14 H 2.3496 6.1668 -3.8167  0.100
15 H 2.7484 7.1984 -2.4223  0.098
16 H 1.0628 7.0872 -2.9824  0.100
17 C 1.6747 3.5074 -0.0356  -0.042
18 N 1.5612 2.6229 0.8809  0.036
19 N 2.3316 2.7183 1.9795  0.070
20 C 2.3584 1.7971 2.9734  -0.417
21 O 3.1176 1.8868 3.9149  0.103
22 C 1.4125 0.6387 2.8593  -0.054
23 C 0.1484 0.6972 2.2660  0.042
24 C -0.6321 -0.4329 2.2353  0.028
25 N -0.2232 -1.5856 2.7897  -0.052
26 C 0.9752 -1.6591 3.3922  0.014
27 C 1.8044 -0.5627 3.4505  0.073
28 H 2.7611 -0.6200 3.9469  0.141
29 H 1.2531 -2.6009 3.8392  0.156
30 C -0.9600 -2.8034 2.5937  -0.033
31 H -1.0889 -3.3322 3.5421  0.156
32 H -1.9344 -2.5913 2.1549  0.138
33 C -0.1249 -3.7278 1.6483  -0.307
34 O 1.0273 -3.4378 1.4381  0.121
35 C -0.8093 -4.8923 1.0956  -0.161
36 C -2.0884 -5.3023 1.4877  -0.025
37 C -2.6536 -6.4277 0.9215  -0.059
38 C -1.9634 -7.1536 -0.0396  -0.048
39 C -0.6938 -6.7574 -0.4329  -0.050
40 C -0.1177 -5.6379 0.1314  0.002
41 H 0.8701 -5.3140 -0.1588  0.123
42 H -0.1547 -7.3234 -1.1763  0.114
43 H -2.4159 -8.0297 -0.4778  0.114
44 H -3.6377 -6.7443 1.2304  0.112
45 H -2.6405 -4.7643 2.2425  0.109
46 H -1.6029 -0.4297 1.7618  0.150
47 H -0.2060 1.6102 1.8171  0.114
48 H 3.0082 3.4840 2.0643  0.176
49 H 2.3784 4.3376 0.0495  0.137
50 H -0.0773 1.6090 -0.7200  0.110
51 H -1.8507 1.0828 -4.7434  0.098
52 H -3.0130 0.2307 -3.7005  0.093


Entry 3:
The following is a DFT calculation (the ωB97M-V functional and the def2-TZVPD basis) of a molecular structure, C12H25NO at a distorted geometry.

Computed properties:
- orbital gap (eV) = 9.047
- 2S+1 = 1
- ΔE to the lowest compared entry with this formula, charge and spin (kcal/mol) = 342.8
- total charge = 0

Each line ends with the Löwdin charge.
Positions of all 39 atoms, in Å:
1 C 1.6559 -1.3420 -1.6645  -0.319
2 C 1.7128 -0.2364 -0.7022  -0.545
3 C 1.3276 1.1942 -1.0568  -0.153
4 C -0.0563 1.1711 -1.6604  -0.221
5 C -1.2077 2.2398 -1.3970  -0.186
6 C -1.5240 2.7047 0.1682  -0.255
7 C -2.2407 1.8509 1.2059  -0.242
8 C -1.3941 0.4955 1.7386  -0.173
9 C -2.0872 -0.9310 1.7883  -0.272
10 C -1.1026 -2.0078 1.7941  -0.351
11 C 0.0149 -2.1506 0.6877  -0.168
12 C 1.1672 -0.8147 0.6850  -0.106
13 H 3.2696 -1.9217 -3.3170  0.174
14 H 3.3817 -0.7428 -2.2162  0.055
15 H 1.6433 -2.5196 -1.2942  0.169
16 H 0.7056 -1.4834 -1.7984  -0.002
17 H 3.1677 -0.5413 1.0312  0.298
18 H 1.1563 1.5414 -0.0564  0.081
19 H 2.0391 1.8654 -1.5715  0.138
20 H -0.3838 0.0213 -1.3168  0.137
21 H 0.0166 0.9475 -2.8089  0.140
22 H -2.1349 1.8094 -1.9311  0.119
23 H -0.7748 3.1903 -1.7822  0.091
24 H -0.2748 3.2973 0.3734  0.197
25 H -2.3164 3.5398 0.0848  0.097
26 H -3.2518 1.3494 0.6995  0.150
27 H -2.6356 2.5189 2.1539  0.133
28 H -0.5472 0.5034 0.7731  0.087
29 H -0.4997 0.4775 2.8361  0.200
30 H -2.6917 -1.1442 0.9230  0.099
31 H -2.6309 -0.9540 2.7718  0.125
32 H -1.3696 -3.1625 1.9132  0.141
33 H -0.5863 -2.0216 2.7812  0.098
34 H -0.7603 -2.6717 -0.3560  0.194
35 H 0.6808 -3.1420 0.8966  0.115
36 H 0.7249 -0.1035 1.5161  0.066
37 H 2.1165 -1.3857 1.3959  0.142
38 N 2.5410 -1.0242 -2.8447  -0.019
39 O 3.1490 -0.4170 -0.4433  -0.234


Entry 4:
The following is a DFT calculation (the ωB97M-V functional and the def2-TZVPD basis) of 2 unconnected molecules or ions with the total composition C4H12NS.

Computed properties:
- orbital gap (eV) = 7.897
- 2S+1 = 1
- ΔE to the lowest compared entry with this formula, charge and spin (kcal/mol) = 22.8
- total charge = +1

Each line ends with the Löwdin charge.
Positions of all 18 atoms, in Å:
1 C -0.6766 0.5823 -2.2324  -0.149
2 C -0.2164 1.3215 -0.9786  -0.554
3 S 1.0565 0.4195 -0.0617  0.824
4 C 0.9840 1.4157 1.4838  -0.347
5 H -1.2724 1.2637 -2.8347  0.085
6 H -1.3666 -0.2255 -1.9648  0.051
7 H 0.1446 0.1273 -2.7789  0.077
8 H -1.0552 1.5371 -0.3124  0.079
9 H 0.1897 2.2996 -1.2439  0.083
10 H 1.2234 2.4422 1.2160  0.045
11 H -0.0105 1.3360 1.9109  0.037
12 H 1.7579 1.0958 2.1757  0.040
13 C -0.8591 -2.6144 1.3503  0.154
14 N -1.1820 -1.7347 0.4972  0.160
15 H 0.1224 -2.5453 1.7998  0.123
16 H -1.5767 -3.3980 1.5611  0.125
17 H -2.0747 -1.7703 0.0116  0.153
18 H -0.5228 -0.9332 0.2627  0.012


Entry 5:
The following is a DFT calculation (the ωB97M-V functional and the def2-TZVPD basis) of a molecular structure, C23H23BaN3O4S at a distorted geometry.

Computed properties:
- orbital gap (eV) = 6.897
- 2S+1 = 1
- ΔE to the lowest compared entry with this formula, charge and spin (kcal/mol) = 0.0
- total charge = 0

Each line ends with the Löwdin charge.
Positions of all 55 atoms, in Å:
1 Ba 0.2055 -0.2443 -0.0469  1.893
2 C -3.5158 3.2663 0.4507  -0.119
3 C -4.7266 2.5964 0.5265  -0.113
4 C -4.7384 1.2198 0.3830  -0.072
5 C -3.5521 0.5092 0.1597  -0.250
6 C -2.2925 1.1427 0.1057  -0.255
7 C -2.3464 2.5405 0.2499  -0.194
8 C -3.6434 -0.9744 0.0010  -0.227
9 C -4.9046 -1.5765 -0.3048  -0.010
10 C -5.0248 -2.9223 -0.3938  -0.010
11 C -3.8902 -3.7382 -0.1791  -0.166
12 C -3.9395 -5.1492 -0.2262  -0.042
13 C -2.8111 -5.8902 -0.0204  -0.086
14 C -1.5884 -5.2369 0.2402  -0.070
15 C -1.5198 -3.8727 0.2881  -0.019
16 C -2.6714 -3.0794 0.0769  -0.209
17 N -2.5600 -1.7135 0.1430  0.092
18 H -3.4840 4.3461 0.5552  0.090
19 H -5.6514 3.1328 0.7000  0.093
20 H -5.6931 0.7174 0.4768  0.089
21 H -1.4237 3.1151 0.2154  0.042
22 H -5.7653 -0.9543 -0.4923  0.097
23 H -5.9779 -3.3813 -0.6309  0.117
24 H -4.8899 -5.6294 -0.4287  0.110
25 H -2.8504 -6.9709 -0.0561  0.100
26 H -0.6911 -5.8202 0.4030  0.106
27 H -0.5745 -3.3890 0.4832  0.068
28 C 2.2894 6.8061 -0.5579  -0.041
29 C 1.8452 5.3745 -0.4759  -0.266
30 C 1.3908 4.6827 -1.5907  -0.020
31 C 0.9761 3.3667 -1.4549  -0.139
32 N 0.9956 2.7066 -0.2996  -0.031
33 C 1.4378 3.3683 0.7702  -0.148
34 C 1.8626 4.6830 0.7323  -0.021
35 H 2.2256 7.1837 -1.5767  0.077
36 H 3.3198 6.9121 -0.2155  0.085
37 H 1.6677 7.4363 0.0795  0.088
38 H 1.3441 5.1640 -2.5589  0.113
39 H 0.5977 2.8248 -2.3148  0.117
40 H 1.4533 2.8194 1.7056  0.114
41 H 2.2008 5.1659 1.6408  0.117
42 O 0.9733 -1.8002 -1.9414  -0.261
43 N 1.6788 -2.5713 -1.2164  -0.623
44 O 2.5987 -3.2085 -1.6800  0.043
45 O 1.3982 -2.6183 0.0160  -0.243
46 C 5.2268 -0.7882 -0.1916  -0.240
47 S 3.9837 0.2455 -0.9492  0.846
48 C 4.8371 1.8135 -0.8263  -0.247
49 O 2.8707 0.3411 0.0592  -0.727
50 H 6.1174 -0.7915 -0.8194  0.063
51 H 4.8090 -1.7931 -0.1416  0.056
52 H 5.4424 -0.4088 0.8064  0.064
53 H 5.7090 1.8035 -1.4802  0.060
54 H 5.1219 1.9825 0.2113  0.064
55 H 4.1362 2.5810 -1.1537  0.043


Q: Which LUMO energy values were calculated for the entries above? A: 0.46 -4.06 0.09 -5.04 0.04, in eV.